(1)
This record from the OMol25 dataset describes a structure of composition C20H19IMnN2. The level of theory is ωB97M-V/def2-TZVPD.

Summary:
Total charge ... 0
2S+1 ... 6

Last column: natural (NBO) charge in e.
Positions of all 43 atoms, in Å:
C (1.21696, 0.76471, 2.19816)  -0.603
C (1.22663, -0.71831, 2.31350)  -0.626
H (2.25850, 1.06604, 2.07056)  0.212
H (0.73070, 1.25654, 3.04948)  0.193
H (0.66052, 0.93696, 1.25594)  0.188
H (1.09374, -0.99386, 1.26521)  0.222
H (2.21767, -1.04065, 2.62638)  0.202
H (0.40995, -1.11351, 2.93943)  0.191
C (-0.09922, 2.70038, -1.79034)  0.115
C (0.06307, 3.52260, -2.89906)  -0.228
C (-0.06745, 2.94238, -4.16717)  -0.136
C (-0.32265, 1.57979, -4.35014)  -0.195
H (0.04665, 3.00663, -0.75737)  0.239
H (0.27399, 4.58078, -2.74762)  0.239
H (0.01678, 3.57813, -5.04299)  0.231
H (-0.41497, 1.10954, -5.32660)  0.227
N (-0.47528, 1.42921, -2.01082)  -0.569
C (-0.48336, 0.78328, -3.22879)  0.175
C (-0.63792, -0.67099, -3.20066)  0.162
N (-0.76933, -1.24418, -1.95942)  -0.560
C (-0.70419, -2.55671, -1.66189)  0.110
C (-0.73254, -2.91581, -4.02123)  -0.138
C (-0.73336, -3.44459, -2.72635)  -0.222
H (-0.64354, -2.82086, -0.60406)  0.246
H (-0.76189, -4.50967, -2.51177)  0.237
C (-0.66291, -1.54655, -4.27276)  -0.192
H (-0.63258, -1.12505, -5.26540)  0.224
H (-0.80517, -3.59940, -4.85833)  0.230
Mn (-0.98137, 0.14877, -0.85768)  1.283
I (2.28933, -0.36326, -1.13384)  -0.818
C (-1.82580, -0.02699, 0.73082)  -0.546
C (-2.45966, 0.01941, 1.80525)  -0.075
C (-3.19720, 0.18102, 2.98575)  -0.057
C (-4.58292, 0.49888, 2.96653)  -0.206
C (-5.27792, 0.61266, 4.16878)  -0.213
C (-4.62455, 0.44088, 5.39650)  -0.219
C (-3.25903, 0.14360, 5.42085)  -0.211
C (-2.53569, 0.02053, 4.23187)  -0.200
H (-5.07719, 0.67288, 2.00240)  0.219
H (-6.34082, 0.84073, 4.13414)  0.213
H (-5.17761, 0.51279, 6.32790)  0.214
H (-2.73429, 0.01420, 6.36582)  0.215
H (-1.44986, -0.18013, 4.22782)  0.226

(2)
This record from the OMol25 dataset describes a structure of composition C20H19IN5O2OsS. The level of theory is ωB97M-V/def2-TZVPD.

Summary:
Total charge ... +3
ΔE to the lowest compared entry with this formula, charge and spin ... 0.00 kcal/mol
2S+1 ... 5

Last column: natural (NBO) charge in e.
Positions of all 49 atoms, in Å:
Os (0.15423, -0.10817, -0.54209)  1.337
C (5.34188, 0.56449, -0.16755)  -0.419
N (4.33038, 1.61558, -0.35407)  -0.277
C (4.60503, 2.92160, -0.70078)  -0.002
C (3.43086, 3.56214, -0.82617)  -0.043
N (2.42190, 2.63641, -0.53902)  -0.336
C (3.01130, 1.44887, -0.27689)  0.261
S (2.30888, -0.07497, 0.11840)  0.062
C (1.03990, 2.97175, -0.58389)  0.399
C (0.71817, 4.30797, -0.42577)  -0.234
C (-0.57725, 4.73660, -0.65179)  -0.058
C (-1.51771, 3.80602, -1.05927)  -0.223
C (-1.14386, 2.48667, -1.12619)  0.082
N (0.10661, 2.03013, -0.84666)  -0.537
H (6.31600, 1.04207, -0.13332)  0.258
H (5.30233, -0.13243, -1.00191)  0.244
H (5.16561, 0.04753, 0.77219)  0.242
H (5.61229, 3.27695, -0.83539)  0.279
H (3.22833, 4.57157, -1.12946)  0.270
H (1.47475, 5.01400, -0.12156)  0.262
H (-0.83462, 5.78023, -0.52905)  0.272
H (-2.53184, 4.08823, -1.30166)  0.271
H (-1.86093, 1.73376, -1.41051)  0.236
C (-1.45548, -2.44118, 3.13845)  -0.744
C (-1.57319, -1.49343, 1.98730)  0.624
O (-0.64507, -0.73102, 1.72060)  -0.621
C (-2.83682, -1.46573, 1.19858)  -0.181
C (-3.97923, -2.03796, 1.68793)  -0.101
C (-5.22379, -1.90504, 1.01775)  -0.021
C (-5.32493, -1.16356, -0.16866)  -0.181
C (-4.20629, -0.58722, -0.69794)  -0.148
C (-2.92441, -0.74083, -0.05542)  0.485
O (-1.91698, -0.21050, -0.62124)  -0.673
H (-0.42549, -2.48075, 3.48437)  0.259
H (-1.81479, -3.43742, 2.88020)  0.261
H (-2.05987, -2.07842, 3.97527)  0.290
H (-3.96109, -2.59154, 2.61676)  0.255
H (-6.10350, -2.37159, 1.44132)  0.263
H (-6.28461, -1.05624, -0.65592)  0.275
H (-4.24049, -0.02052, -1.61963)  0.254
I (1.66341, -5.56249, -2.85559)  0.350
C (1.17133, -4.07289, -1.52949)  -0.302
C (1.34188, -4.08012, -0.15237)  0.037
N (0.90331, -2.91007, 0.32618)  -0.324
N (0.39881, -2.14128, -0.67029)  -0.374
C (0.58573, -2.84522, -1.80518)  0.001
H (1.74142, -4.84083, 0.50014)  0.274
H (0.78470, -2.62210, 1.28758)  0.443
H (0.28322, -2.43905, -2.75829)  0.255

(3)
This record from the OMol25 dataset describes a structure of composition C20H19MgOP. The level of theory is ωB97M-V/def2-TZVPD.

Summary:
Total charge ... 0
ΔE to the lowest compared entry with this formula, charge and spin ... 23.52 kcal/mol

Last column: natural (NBO) charge in e.
Positions of all 42 atoms, in Å:
Mg (-0.86183, -2.08222, 1.62713)  1.503
C (0.29799, -5.16202, -0.55641)  -0.885
H (-0.44802, -4.30874, -0.74220)  0.230
H (0.35907, -5.07843, 0.56453)  0.227
H (1.34812, -4.83235, -0.91868)  0.204
H (-0.10350, -6.15502, -0.82255)  0.220
H (-1.49733, -4.03875, 1.47612)  -0.668
O (-2.51705, -1.64334, -0.52532)  -0.619
C (-1.31454, -1.41089, -0.68089)  0.145
C (-0.78896, -0.67853, -1.86349)  -0.179
C (-1.25136, -0.92332, -3.15491)  -0.170
C (-0.75380, -0.22728, -4.24286)  -0.213
C (0.32296, 0.67102, -4.07319)  -0.222
C (0.85162, 0.89764, -2.79945)  -0.148
C (0.30223, 0.19447, -1.67729)  -0.349
P (1.16948, 0.46131, -0.14290)  0.857
C (0.91026, 2.24059, 0.10491)  -0.339
C (1.93121, 3.02024, 0.69685)  -0.206
C (1.66343, 4.36173, 0.98599)  -0.207
C (0.45261, 4.96358, 0.59883)  -0.210
C (-0.52219, 4.19240, -0.03563)  -0.199
C (-0.27393, 2.85304, -0.36205)  -0.227
C (0.38890, -0.21778, 1.35740)  -0.438
C (-0.85204, 0.32161, 1.88500)  -0.221
C (-1.33526, -0.34724, 2.99843)  -0.312
C (-0.61334, -1.37087, 3.63076)  -0.373
C (0.71919, -1.67102, 3.24689)  -0.286
C (1.27996, -0.94445, 2.22739)  -0.234
H (-2.03015, -1.68306, -3.21445)  0.226
H (-1.18046, -0.50783, -5.21129)  0.219
H (0.67081, 1.17070, -4.98809)  0.220
H (1.69802, 1.61281, -2.75085)  0.218
H (2.88250, 2.53878, 0.97167)  0.225
H (2.44115, 4.93101, 1.49179)  0.217
H (0.26598, 6.01033, 0.87190)  0.221
H (-1.47651, 4.65524, -0.31696)  0.218
H (-1.05022, 2.32120, -0.92835)  0.233
H (-1.39357, 1.23027, 1.45068)  0.278
H (-2.43839, -0.27187, 3.18612)  0.257
H (-1.00243, -1.95834, 4.49578)  0.267
H (1.34108, -2.23744, 3.94840)  0.255
H (2.40827, -0.89720, 2.19121)  0.266

(4)
This record from the OMol25 dataset describes a structure of composition C20H19N2O7RhS. The level of theory is ωB97M-V/def2-TZVPD.

Summary:
Total charge ... 0
ΔE to the lowest compared entry with this formula, charge and spin ... 12.68 kcal/mol

Last column: natural (NBO) charge in e.
Positions of all 50 atoms, in Å:
Rh (-1.61405, -0.53335, -1.99204)  1.161
O (-2.09632, 1.98201, 0.80824)  -0.633
C (-2.26157, 1.03700, 0.06693)  0.810
O (-2.49349, 1.15661, -1.22950)  -0.754
C (-2.45346, -0.38790, 0.69008)  -0.385
C (-3.71221, -0.95230, 0.01527)  0.092
C (-4.42985, -1.99460, 0.85015)  -0.433
C (-3.44517, -3.18038, 0.79028)  -0.438
C (-2.35226, -2.65592, -0.12494)  0.091
O (-3.07702, -1.74483, -1.04551)  -0.540
C (-1.43935, -1.62537, 0.53242)  -0.325
C (-0.18278, -1.47340, -0.42727)  0.625
O (1.01739, -2.06791, 0.16109)  -0.735
O (-0.31787, -2.10384, -1.63641)  -0.756
H (-2.61318, -0.20747, 1.75221)  0.248
H (-4.34045, -0.20016, -0.44926)  0.238
H (-5.38857, -2.25013, 0.40131)  0.221
H (-4.61212, -1.62789, 1.85877)  0.227
H (-3.91191, -4.06748, 0.36637)  0.223
H (-3.03008, -3.44705, 1.76106)  0.230
H (-1.82585, -3.39359, -0.71663)  0.257
H (-1.11208, -1.94360, 1.51627)  0.286
C (3.02472, 4.02001, 1.55268)  -0.633
C (2.67742, 2.55951, 1.62843)  0.015
C (3.67148, 1.58590, 1.52611)  -0.236
C (3.35363, 0.23752, 1.53604)  -0.197
C (2.02474, -0.13983, 1.67699)  -0.323
C (1.02536, 0.81042, 1.82632)  -0.170
C (1.35370, 2.15411, 1.78114)  -0.207
S (1.61130, -1.84902, 1.62384)  2.403
O (2.80922, -2.62034, 1.62930)  -0.917
O (0.59376, -2.10720, 2.59893)  -0.944
N (-0.15793, -0.05912, -0.74768)  -0.452
C (0.67356, 0.35052, -1.80056)  0.400
C (2.01223, 0.69816, -1.83063)  -0.255
C (2.50294, 1.13403, -3.04704)  -0.124
C (1.67635, 1.20949, -4.16829)  -0.267
C (0.35445, 0.83698, -4.05461)  0.069
N (-0.11236, 0.42990, -2.87517)  -0.410
H (4.03281, 4.20757, 1.92124)  0.218
H (2.32543, 4.62119, 2.13192)  0.225
H (2.97712, 4.36850, 0.51853)  0.226
H (4.70772, 1.88936, 1.43339)  0.216
H (4.11775, -0.52358, 1.45049)  0.247
H (-0.00510, 0.51361, 1.96050)  0.243
H (0.56138, 2.88837, 1.85404)  0.237
H (2.62001, 0.62855, -0.94227)  0.250
H (3.54339, 1.41954, -3.13168)  0.227
H (2.05756, 1.55179, -5.11892)  0.232
H (-0.34039, 0.86563, -4.88193)  0.217

In the order shown, the computed E_tot values come out to -2331.59386, -1983.34352, -1390.01265, -1918.39259 Ha.
In the order shown, the computed max |F| values come out to 0.118, 0.017, 0.105, 0.016 Eh/bohr.